Here is the ion C2H6N3 with charge +1 from the Open Molecules 2025 dataset. Energies are from the ωB97M-V functional and the def2-TZVPD basis.

Values from the calculation:
- HOMO-LUMO gap: 10.9 eV
- Energy above the lowest of the compared OMol25 structures with the same formula, charge and spin: 413.49 kJ/mol
- Total charge: +1

Structure (XYZ):
```
11
Properties=species:S:1:pos:R:3:forces:R:3:mulliken_charge:R:1
C -1.196344 0.444023 0.989603 3.330 4.004 -1.359 -0.756
N -0.562995 -0.026269 -0.203660 -1.201 -0.799 -1.666 -0.132
N -0.092434 -1.509787 -0.189410 2.629 2.213 0.821 -0.344
C 0.619448 -0.473880 -0.634653 -1.068 -2.344 0.160 0.636
N 1.653428 -0.067865 -1.295523 -0.171 2.451 0.139 -0.274
H -1.106144 1.567354 0.977392 -0.758 -0.924 -0.435 0.320
H -2.134671 0.098640 1.021840 -3.446 -1.055 0.119 0.288
H -0.619311 0.246509 1.799866 1.469 -1.389 2.765 0.422
H -0.461863 -2.428082 -0.333753 -0.548 -0.140 -1.084 0.284
H 2.332205 -0.475784 -1.893237 0.248 -1.851 -0.044 0.260
H 1.741966 0.938347 -1.464377 -0.484 -0.165 0.584 0.296
```
Forces are in eV/Å.